Record 1
Molecular formula: C20H44B3N2O5Si
Method: DFT, ωB97M-V with the def2-TZVPD basis set

Each line ends with the Löwdin charge.
Atoms and positions in Å:
C  5.273  -6.104  2.911  -0.114
C  4.836  -5.097  1.835  -0.273
C  3.653  -5.661  1.067  -0.218
C  2.966  -4.723  0.068  -0.188
C  2.854  -3.244  0.495  -0.047
B  1.448  -2.598  0.252  -0.521
O  1.155  -1.409  0.922  0.295
B  0.327  -0.663  0.091  -0.530
C  0.826  0.707  -0.469  -0.042
C  1.366  1.669  0.630  -0.168
C  0.387  2.815  0.924  -0.208
C  0.160  3.021  2.390  -0.280
O  1.413  3.293  3.012  -0.064
O  -0.883  -1.231  -0.224  0.327
B  -0.789  -2.598  -0.352  -0.496
C  -2.036  -3.531  -0.277  -0.012
C  -3.367  -2.781  -0.433  -0.257
O  -3.996  -2.482  0.806  -0.199
Si  -5.069  -3.624  1.405  0.442
C  -6.461  -4.017  0.201  -0.148
C  -4.200  -5.221  1.888  -0.160
C  -5.841  -2.867  2.934  -0.158
O  0.481  -3.130  -0.572  0.306
H  6.072  -5.679  3.508  0.067
H  5.542  -7.061  2.482  0.071
H  4.431  -6.246  3.581  0.068
H  5.698  -4.923  1.196  0.110
H  4.607  -4.180  2.365  0.091
H  2.954  -6.096  1.773  0.110
H  4.045  -6.498  0.494  0.111
H  1.954  -5.093  -0.064  0.098
H  3.420  -4.800  -0.911  0.110
H  3.086  -3.070  1.538  0.102
H  3.532  -2.662  -0.127  0.121
H  0.016  1.196  -1.008  0.094
H  1.610  0.535  -1.202  0.115
H  2.314  2.086  0.321  0.109
H  1.502  1.111  1.547  0.107
H  -0.588  2.620  0.484  0.112
H  0.744  3.759  0.516  0.097
H  -0.315  2.146  2.837  0.124
H  -0.512  3.866  2.545  0.115
H  1.231  3.513  3.940  0.096
H  -2.005  -4.080  0.656  0.106
H  -1.956  -4.238  -1.100  0.123
H  -3.173  -1.835  -0.928  0.113
H  -4.019  -3.336  -1.105  0.100
H  -6.195  -3.874  -0.843  0.020
H  -6.787  -5.046  0.307  0.033
H  -7.301  -3.367  0.417  0.025
H  -3.978  -5.812  1.006  0.032
H  -3.246  -4.973  2.344  0.025
H  -4.784  -5.803  2.589  0.032
H  -6.329  -3.612  3.549  0.031
H  -5.110  -2.337  3.537  0.030
H  -6.583  -2.136  2.633  0.026
C  -0.228  9.561  -2.546  -0.068
C  0.907  9.139  -3.458  -0.151
N  1.203  7.698  -3.375  -0.041
C  2.418  7.129  -3.677  0.010
C  2.290  5.794  -3.490  0.011
N  0.997  5.570  -3.082  -0.080
C  0.357  6.734  -3.029  -0.013
C  0.406  4.271  -2.747  0.038
H  -0.021  9.292  -1.510  0.092
H  -0.357  10.639  -2.601  0.092
H  -1.174  9.102  -2.837  0.078
H  1.819  9.668  -3.190  0.132
H  0.676  9.373  -4.498  0.136
H  3.241  7.743  -3.995  0.143
H  2.976  4.973  -3.601  0.142
H  -0.675  6.861  -2.752  0.169
H  -0.441  4.080  -3.402  0.109
H  0.077  4.283  -1.711  0.088
H  1.148  3.491  -2.879  0.103

Net charge: +1
HOMO-LUMO gap (eV): 8.345

Record 2
Molecular formula: C20H44BBr16N3O8
Method: DFT, ωB97M-V with the def2-TZVPD basis set

Each line ends with the Löwdin charge.
Atoms and positions in Å:
N  -7.190  -0.459  4.356  0.357
H  -7.713  0.241  3.849  0.148
H  -6.536  -0.811  3.671  0.155
H  -7.877  -1.165  4.578  0.167
H  -6.739  0.120  5.050  0.166
N  -1.335  5.491  1.277  0.361
H  -0.595  5.057  0.742  0.147
H  -1.663  4.908  2.034  0.155
H  -2.110  5.759  0.687  0.150
H  -0.978  6.332  1.707  0.160
N  -6.230  1.233  -1.329  0.357
H  -6.290  2.217  -1.551  0.160
H  -5.545  0.773  -1.911  0.167
H  -7.108  0.743  -1.230  0.164
H  -5.797  1.391  -0.430  0.148
O  -3.467  -1.327  1.293  0.044
C  -2.324  -0.831  1.153  -0.379
O  -1.838  -0.506  0.006  0.249
B  -0.528  0.113  0.219  -0.908
O  -0.168  -0.142  1.605  0.232
C  -1.245  -0.630  2.262  -0.289
O  -1.210  -1.070  3.439  0.110
O  0.429  -0.365  -0.847  0.225
C  1.187  0.650  -1.205  -0.388
O  2.193  0.567  -1.918  0.146
C  0.513  1.904  -0.733  -0.300
O  -0.583  1.540  -0.030  0.201
O  1.013  3.042  -1.015  0.076
Br  7.030  1.476  2.611  0.599
C  5.549  0.564  1.670  -0.676
C  5.124  -0.600  2.454  -0.673
Br  6.359  -2.200  2.329  0.547
H  5.824  0.258  0.660  0.066
H  4.797  1.353  1.659  0.050
H  4.119  -0.972  2.254  0.057
H  5.179  -0.317  3.505  0.031
Br  -2.530  -6.110  -0.187  0.546
C  -4.155  -7.061  -0.856  -0.590
C  -5.181  -5.930  -1.441  -0.627
Br  -6.923  -6.702  -2.096  0.526
H  -4.543  -7.458  0.081  0.033
H  -3.872  -7.869  -1.530  0.057
H  -4.776  -5.402  -2.304  0.032
H  -5.497  -5.178  -0.718  0.025
Br  5.949  -0.590  -8.541  0.564
C  4.640  0.907  -8.489  -0.638
C  3.168  0.440  -8.006  -0.635
Br  1.827  1.877  -8.182  0.547
H  4.768  1.376  -9.464  0.038
H  5.074  1.684  -7.859  0.042
H  3.147  0.187  -6.946  0.041
H  2.777  -0.404  -8.574  0.042
Br  -1.364  -4.657  -5.105  0.542
C  0.045  -3.777  -3.996  -0.660
C  1.238  -4.665  -3.768  -0.715
Br  2.493  -4.916  -5.237  0.619
H  -0.445  -3.483  -3.068  0.050
H  0.285  -2.821  -4.463  0.054
H  0.790  -5.628  -3.524  0.046
H  1.739  -4.167  -2.938  0.064
Br  2.335  -2.664  6.476  0.603
C  1.890  -2.456  8.379  -0.708
C  0.836  -1.388  8.657  -0.654
Br  0.219  -1.481  10.575  0.563
H  2.807  -2.267  8.936  0.058
H  1.470  -3.332  8.873  0.042
H  -0.030  -1.442  7.997  0.043
H  1.238  -0.398  8.439  0.052
Br  -2.205  -6.881  8.821  0.555
C  -3.817  -5.829  8.104  -0.603
C  -3.584  -5.270  6.684  -0.602
Br  -5.258  -4.683  5.665  0.459
H  -4.133  -5.063  8.812  0.059
H  -4.479  -6.695  8.127  0.030
H  -3.164  -6.100  6.115  0.048
H  -2.912  -4.445  6.919  0.058
Br  7.777  6.340  -0.732  0.515
C  7.789  5.883  -2.727  -0.623
C  6.359  6.184  -3.272  -0.666
Br  6.543  6.271  -5.241  0.587
H  8.087  4.843  -2.860  0.054
H  8.643  6.432  -3.124  0.043
H  6.182  7.212  -2.954  0.031
H  5.626  5.454  -2.929  0.060
Br  1.376  7.457  -6.635  0.597
C  -0.160  7.902  -5.372  -0.574
C  -0.115  6.683  -4.407  -0.663
Br  -1.828  6.372  -3.389  0.457
H  -1.061  7.966  -5.983  0.052
H  0.024  8.853  -4.873  0.059
H  0.706  6.751  -3.693  0.057
H  -0.061  5.801  -5.045  0.022

Relative energy (zero: lowest compared OMol25 entry of this formula, charge and spin) (kJ/mol): 819.0
Net charge: +2
HOMO-LUMO gap (eV): 4.886